Record 1
{"formula": "C9H9CaCl5GeO2Te", "method": "ωB97M-V/def2-TZVPD", "orbital_gap_ha": [0.272, 0.149], "s2": 0.75, "charge": 1, "e_above_lowest_kcal_mol": 49.9, "e_homo_ev": [-10.899, -10.899], "multiplicity": 2, "energy_ha": -5822.2575, "elements": ["Ca", "Cl", "C", "C", "C", "Cl", "C", "O", "C", "C", "O", "C", "H", "H", "H", "Cl", "Ge", "Cl", "Cl", "C", "Te", "C", "H", "H", "H", "H", "H", "H"], "coordinates": [[-0.5428, 0.5469, 1.2346], [2.1866, -5.3418, -2.6956], [1.3008, -4.1113, -1.8685], [-0.0741, -4.2880, -1.6424], [-0.8013, -3.3282, -0.9919], [-2.4874, -3.5406, -0.7136], [-0.2099, -2.1214, -0.5206], [-0.9202, -1.2324, 0.0786], [1.1933, -1.9766, -0.7549], [1.9268, -0.8398, -0.3106], [1.5121, 0.1479, 0.3307], [1.9216, -2.9791, -1.4336], [-0.5634, -5.1895, -1.9853], [2.9947, -0.8501, -0.5685], [2.9825, -2.8439, -1.6033], [1.3266, -1.0013, 4.5308], [-0.3869, 0.2293, 4.3065], [-2.1298, -0.5219, 5.2371], [0.0364, 2.2603, 4.8247], [-2.5199, 4.3472, -0.1229], [-1.3489, 2.7694, -0.9599], [0.4668, 3.8818, -1.0777], [-2.0598, 4.7291, 0.7832], [-3.5076, 3.9494, 0.0963], [-2.6066, 5.1350, -0.8653], [0.3954, 4.5800, -1.9058], [1.2766, 3.1785, -1.2573], [0.6382, 4.4111, -0.1449]], "atomic_forces_ev_per_a": [[0.29, -0.46, -1.34], [0.01, -0.05, -0.03], [0.01, 0.07, 0.03], [-0.01, 0.00, 0.00], [0.03, 0.22, 0.06], [-0.08, -0.09, -0.02], [0.24, -0.22, -0.15], [0.01, 0.61, 0.57], [-0.31, 0.10, 0.15], [0.12, -0.04, -0.07], [-0.42, 0.06, 0.25], [0.10, -0.06, -0.06], [0.00, -0.01, 0.00], [-0.01, 0.04, 0.00], [0.00, 0.00, 0.00], [-0.09, 0.04, 0.03], [0.05, -0.06, 0.51], [0.09, 0.03, 0.04], [-0.05, -0.13, -0.04], [0.01, -0.04, 0.00], [-0.03, 0.08, 0.06], [0.03, -0.05, 0.04], [0.02, -0.03, 0.00], [0.01, -0.01, 0.00], [0.02, -0.02, -0.02], [-0.03, 0.00, 0.00], [-0.01, 0.01, -0.01], [-0.01, 0.00, 0.00]]}


Record 2
{"formula": "C9H9Cl27CsF2V", "method": "ωB97M-V/def2-TZVPD", "orbital_gap_ha": [0.286, 0.290], "s2": 3.76, "charge": 1, "e_homo_ev": [-12.850, -12.851], "multiplicity": 4, "energy_ha": -13937.1282, "elements": ["V", "Cs", "F", "F", "C", "Cl", "Cl", "Cl", "H", "C", "Cl", "Cl", "Cl", "H", "C", "Cl", "Cl", "Cl", "H", "C", "Cl", "Cl", "Cl", "H", "C", "Cl", "Cl", "Cl", "H", "C", "Cl", "Cl", "Cl", "H", "C", "Cl", "Cl", "Cl", "H", "C", "Cl", "Cl", "Cl", "H", "C", "Cl", "Cl", "Cl", "H"], "coordinates": [[-3.6454, 8.1140, -11.8087], [-5.0466, 5.8387, -8.7472], [-3.2057, 8.1697, -9.6758], [-4.8658, 6.1985, -11.9028], [-3.0159, 1.0228, -8.7858], [-4.4335, 0.9948, -7.6127], [-1.4769, 0.9744, -7.9208], [-3.1625, 2.5555, -9.7095], [-3.0674, 0.1541, -9.4421], [-3.8497, 7.3158, -3.7938], [-2.2915, 6.9317, -3.0483], [-5.1465, 6.7464, -2.7547], [-4.0724, 6.4885, -5.3516], [-3.8800, 8.4005, -3.8966], [-10.1036, 4.8875, -7.7103], [-10.4897, 6.3591, -8.6546], [-8.4287, 5.0035, -7.1386], [-10.3206, 3.4598, -8.7166], [-10.8043, 4.8604, -6.8758], [-7.5132, 9.6190, -4.6957], [-9.2324, 9.7637, -4.3788], [-7.1104, 8.1136, -5.5687], [-6.5751, 9.7929, -3.1815], [-7.1570, 10.3724, -5.3982], [-3.1532, 10.6736, -7.0241], [-2.8912, 12.4524, -7.0794], [-4.8813, 10.2314, -6.9016], [-2.0927, 9.9255, -5.7617], [-2.8454, 10.2841, -7.9945], [0.1783, 8.6302, -9.5378], [0.6864, 8.4200, -11.2468], [-0.5854, 10.1787, -9.4440], [1.5116, 8.5077, -8.3342], [-0.5402, 7.8605, -9.2558], [-8.9910, 9.1158, -10.1926], [-8.4767, 9.4324, -8.5831], [-8.0663, 7.7206, -10.7871], [-8.8832, 10.5201, -11.2650], [-10.0488, 8.8622, -10.1231], [-8.2316, 3.1437, -13.2427], [-7.5702, 4.2713, -12.0820], [-9.8228, 2.6963, -12.7559], [-7.2189, 1.6883, -13.4924], [-8.3759, 3.6909, -14.1743], [-4.9734, 11.9297, -11.0010], [-5.3490, 13.4857, -10.1705], [-5.5207, 11.9992, -12.7248], [-5.7224, 10.5387, -10.1292], [-3.8937, 11.7948, -10.9375]], "atomic_forces_ev_per_a": [[-1.41, -2.50, 2.98], [-0.02, 0.11, -0.28], [-0.50, -0.17, -2.80], [1.75, 2.78, 0.37], [-0.60, 0.58, 1.01], [1.05, -0.24, -0.82], [-0.44, -0.03, -0.20], [0.15, -0.58, -0.07], [-0.20, 0.37, 0.06], [0.01, -0.29, 0.62], [-0.05, 0.03, -0.35], [-0.06, 0.13, 0.27], [0.50, 0.20, -0.24], [-0.26, -0.27, -0.31], [-0.18, 0.36, -0.66], [-0.11, -0.34, 0.30], [-0.14, -0.10, 0.24], [0.02, 0.10, 0.21], [0.39, -0.08, -0.05], [0.57, 0.13, -0.05], [0.25, -0.03, -0.17], [-0.32, -0.13, 0.41], [-0.34, -0.04, -0.63], [-0.40, 0.24, 0.48], [0.42, 0.20, -0.19], [-0.30, -0.89, 0.13], [0.77, 0.16, 0.48], [-0.91, 0.37, -0.70], [0.09, -0.04, 0.35], [0.52, -0.52, 0.32], [0.05, -0.41, 0.59], [-0.39, 0.84, 0.28], [-0.47, 0.02, -0.88], [0.12, 0.14, -0.34], [-0.58, -0.19, -0.49], [0.33, 0.51, 1.11], [-0.03, 0.10, -0.49], [-0.02, -0.24, 0.07], [0.26, -0.19, -0.31], [0.09, -0.07, -0.63], [0.59, 0.18, 0.23], [-1.05, -0.50, 0.35], [-0.18, 0.71, 0.07], [0.55, -0.31, 0.02], [-0.57, 0.66, 0.19], [0.15, -1.06, -0.49], [0.48, -0.26, 1.05], [0.68, 0.47, -0.77], [-0.26, 0.08, -0.26]]}


Record 3
{"formula": "C9H9IN3O2", "method": "ωB97M-V/def2-TZVPD", "orbital_gap_ha": 0.307, "charge": 1, "e_above_lowest_kcal_mol": 0.0, "e_homo_ev": -12.522, "multiplicity": 1, "energy_ha": -960.3492, "elements": ["C", "C", "C", "C", "O", "N", "C", "O", "C", "N", "N", "C", "C", "C", "I", "H", "H", "H", "H", "H", "H", "H", "H", "H"], "coordinates": [[2.0991, -2.7886, 1.4067], [1.7776, -1.6112, 1.1924], [1.5252, -0.2730, 0.4828], [2.3637, 0.9248, 0.3836], [3.5936, 1.0991, 0.9701], [1.5770, 1.8045, -0.4171], [0.3883, 1.1449, -0.7550], [-0.5858, 1.7638, -1.5682], [-0.5899, 0.9826, -2.7351], [-0.7943, 0.1779, -3.5562], [0.2764, -0.1379, -0.2061], [-0.8523, -1.0955, -0.3193], [-2.2550, -0.3528, -0.0943], [-2.2508, 0.5384, 1.2417], [-3.8885, -1.8180, 0.0292], [2.5515, -3.8079, 1.5032], [4.1136, 1.6503, 0.3501], [1.8519, 2.7540, -0.6947], [-0.8669, -1.6259, -1.3099], [-0.8018, -1.8896, 0.4804], [-2.5091, 0.2957, -0.9772], [-1.6386, 0.0626, 2.0574], [-1.7676, 1.5228, 0.9605], [-3.3173, 0.6792, 1.5748]], "atomic_forces_ev_per_a": [[-0.01, 2.29, -0.66], [0.88, -0.63, -1.36], [1.25, -1.24, 1.66], [-2.76, -3.20, 0.08], [-2.02, 0.66, -1.77], [-0.90, -2.31, 0.51], [-0.02, -0.39, 0.74], [2.04, -2.48, -1.45], [-1.32, -0.17, 0.79], [0.69, 1.69, 1.30], [3.06, 4.44, -0.59], [-2.24, -0.68, 0.21], [0.52, 0.67, 0.58], [0.16, -0.34, -1.07], [0.98, 0.48, -0.18], [-0.96, 1.51, 0.14], [0.17, -0.30, 0.54], [-0.51, -0.55, -0.02], [0.39, 0.73, 0.81], [0.59, 1.07, -0.73], [0.15, -0.83, 0.93], [-0.74, 0.34, -0.77], [-0.70, -0.87, 0.58], [1.32, 0.09, -0.26]]}


Record 4
{"formula": "C9H9MgN4O2", "method": "ωB97M-V/def2-TZVPD", "orbital_gap_ha": [0.172, 0.211], "s2": 0.76, "charge": -2, "e_homo_ev": [0.929, -0.174], "multiplicity": 2, "energy_ha": -917.8437, "elements": ["Mg", "O", "N", "C", "C", "C", "C", "C", "H", "H", "H", "H", "H", "N", "C", "N", "C", "N", "C", "C", "O", "H", "H", "H", "H"], "coordinates": [[-0.4304, 1.4328, -0.8177], [1.0363, 0.2797, -1.5417], [0.7740, -0.9823, -1.0363], [0.0591, -1.8827, -1.7908], [-0.2063, -3.1993, -1.2459], [0.2478, -3.5189, -0.0180], [1.0026, -2.5419, 0.7563], [1.2318, -1.3281, 0.2214], [-0.2756, -1.5617, -2.7674], [-0.7695, -3.8950, -1.8516], [0.0665, -4.4925, 0.4167], [1.3650, -2.8016, 1.7403], [1.7845, -0.5513, 0.7367], [0.2910, 3.3059, -0.4601], [0.6870, 4.3832, -0.2834], [1.1601, 5.7463, -0.1025], [1.9699, 5.8302, 1.1024], [2.6226, 5.9416, 2.0563], [-2.0442, -0.6162, 0.9630], [-1.1651, 0.5900, 1.0083], [-0.8625, 1.0985, 2.0758], [-2.3390, -0.9286, 1.9877], [-1.4990, -1.4485, 0.4723], [-2.9572, -0.3822, 0.3778], [-1.7496, 1.5228, -1.9998]], "atomic_forces_ev_per_a": [[-0.27, -0.28, -0.67], [0.03, -0.86, 0.45], [0.45, 0.72, 0.39], [-0.67, -2.59, 0.27], [0.27, 3.06, -2.16], [0.66, -0.68, 2.00], [-0.36, -0.64, -0.64], [0.24, 0.48, -0.34], [0.06, 0.11, 0.22], [-0.06, -0.01, -0.08], [-0.07, -0.08, -0.01], [0.04, 0.18, 0.04], [-0.15, 0.03, -0.16], [0.49, 1.32, -0.01], [1.65, 3.58, 1.12], [0.61, -3.59, 2.35], [-2.23, -0.89, -3.03], [-0.11, 0.26, -0.30], [-0.84, -0.97, 0.62], [0.64, 0.41, -1.23], [-0.12, 0.07, 1.52], [0.01, -0.03, -0.21], [-0.44, 0.42, 0.13], [0.49, -0.16, 0.11], [-0.31, 0.14, -0.41]]}


Record 5
{"formula": "C9H9N2O", "method": "ωB97M-V/def2-TZVPD", "orbital_gap_ha": [0.264, 0.264], "charge": 1, "e_above_lowest_kcal_mol": 56.0, "e_homo_ev": [-13.223, -13.224], "multiplicity": 1, "energy_ha": -532.7470, "elements": ["C", "C", "C", "C", "C", "C", "C", "C", "C", "N", "N", "O", "H", "H", "H", "H", "H", "H", "H", "H", "H"], "coordinates": [[0.4796, -2.5870, 0.3955], [-0.3544, -1.4785, 0.1832], [1.8723, -2.4475, 0.3909], [2.3250, -1.1099, 0.3995], [0.6998, 1.9519, -0.1963], [0.0745, -0.1961, 0.0783], [-0.4570, 1.1397, -0.1808], [1.4698, -0.1066, 0.1606], [-3.0067, 1.1392, -0.2889], [-1.6675, 1.6657, -0.3759], [1.8305, 1.2533, -0.0606], [2.9764, 1.6409, -0.1952], [-0.0327, -3.5481, 0.4755], [-1.4831, -1.5247, 0.1166], [2.5505, -3.1966, 0.4773], [3.3889, -0.9670, 0.5267], [0.8245, 2.9147, -0.5285], [-1.5872, 2.6168, -0.6015], [-3.2839, 0.6621, -1.2189], [-3.7232, 1.9159, -0.0861], [-2.8961, 0.2617, 0.5285]], "atomic_forces_ev_per_a": [[0.34, -0.66, -0.61], [-3.56, 0.15, 0.20], [-3.63, 3.10, 0.54], [1.41, -1.27, -0.43], [0.19, -0.38, -0.25], [1.51, -1.18, 0.02], [-0.53, 0.54, 0.11], [-0.38, 0.32, 0.37], [0.97, -3.46, 1.66], [1.99, -0.94, 0.26], [-0.14, 0.31, -0.20], [-0.23, 0.02, 0.27], [0.46, 0.18, -0.05], [1.40, -0.94, 0.16], [1.62, -2.30, 0.29], [0.02, 0.48, -0.19], [-0.11, 2.26, -0.46], [-0.16, 1.57, -0.29], [-0.08, -0.14, -0.30], [-0.04, 0.15, 0.55], [-1.04, 2.20, -1.66]]}


Record 6
{"formula": "C9H9N2O4", "method": "ωB97M-V/def2-TZVPD", "orbital_gap_ha": [0.177, 0.177], "charge": -1, "e_above_lowest_kcal_mol": 110.6, "e_homo_ev": [-4.084, -4.083], "multiplicity": 1, "energy_ha": -758.6066, "elements": ["C", "C", "C", "C", "C", "C", "C", "C", "C", "N", "N", "O", "O", "O", "O", "H", "H", "H", "H", "H", "H", "H", "H", "H"], "coordinates": [[-2.6119, -0.0914, 1.3623], [-2.6078, 0.9951, 0.4477], [-1.7582, -1.1887, 1.0674], [-1.7933, 0.7444, -0.6647], [-1.0996, -0.2927, -0.8472], [-0.8821, -1.3837, -0.0583], [-1.9642, 1.7874, -1.8518], [2.3036, 1.5093, -1.1085], [2.2221, -0.0368, -1.0251], [-0.0748, -2.4419, -0.0873], [2.6813, -0.7522, -0.0649], [-1.3248, 2.7758, -1.5940], [2.6103, -2.0749, -0.2282], [-2.6455, 1.3278, -2.7546], [3.3617, -0.2183, 0.8821], [-3.2818, -0.3736, 2.2071], [-2.9816, 2.0060, 0.5388], [-1.6036, -1.9827, 1.8051], [2.2976, 2.0873, -0.2065], [1.3646, 1.7388, -1.6998], [3.2542, 1.7548, -1.7091], [1.8324, -0.5104, -1.8518], [-0.1924, -3.2175, 0.7024], [0.9945, -2.3061, -0.2999]], "atomic_forces_ev_per_a": [[0.57, -1.66, -1.15], [0.58, -0.69, 0.80], [-0.76, 0.27, 0.37], [-0.61, 0.80, 0.35], [0.33, -1.10, 1.25], [-0.33, -0.40, 1.25], [-0.20, 0.25, -1.91], [-0.06, -1.63, -2.09], [-0.39, 3.60, 0.74], [1.63, -2.79, 1.13], [2.01, -0.63, 0.12], [0.28, 1.08, 0.18], [-0.43, 0.49, 0.88], [-0.11, 0.22, 0.18], [-0.79, -0.90, -0.08], [0.54, 1.34, -0.49], [-0.61, -0.32, 0.25], [-0.26, 0.37, 0.02], [0.04, -0.15, 0.64], [1.28, 0.39, 0.45], [-1.41, -0.01, 0.74], [-0.74, -1.22, -1.52], [0.13, 2.75, -2.29], [-0.69, -0.08, 0.18]]}